No. 1
DFT (the ωB97M-V functional and the def2-TZVPD basis) results for a structure of composition C21H27Br2N5PPdSi.

Computed properties:
**Spin multiplicity**: 5
**Frontier orbital gap (spin up / spin down)**: 8.70 / 5.16 eV
**Total charge**: +3
**F_max**: 0.60 eV Å⁻¹
**E_LUMO (spin up / spin down)**: -8.4 / -11.9 eV
**⟨S²⟩**: 6.03
**Relative energy (zero: lowest compared OMol25 entry of this formula, charge and spin)**: 4.1 kcal/mol

Element x y z (Å)
Pd -0.204 -0.072 -0.722
Br -0.053 1.423 5.837
C -0.245 0.994 4.044
C -0.637 -0.285 3.663
C -0.735 -0.565 2.315
N -0.475 0.354 1.379
C -0.146 1.607 1.737
C -0.006 1.956 3.068
C 0.027 2.568 0.616
C 0.008 3.936 0.792
C 0.121 4.763 -0.323
Br 0.095 6.603 -0.119
C 0.244 4.193 -1.583
C 0.253 2.817 -1.682
N 0.156 2.025 -0.609
H -0.866 -1.043 4.399
H -1.050 -1.540 1.964
H 0.289 2.955 3.355
H -0.114 4.370 1.774
H 0.325 4.803 -2.472
H 0.346 2.331 -2.644
C 4.722 -2.834 -0.761
N 3.683 -2.941 0.258
C 4.058 -2.259 1.514
N 4.207 -0.827 1.297
C 5.202 -0.647 0.251
N 4.770 -1.389 -0.958
C 3.675 -0.804 -1.680
P 2.149 -0.849 -0.578
C 2.339 -2.673 -0.190
C 2.939 -0.184 0.970
H 4.446 -3.354 -1.676
H 5.674 -3.201 -0.386
H 5.001 -2.676 1.864
H 3.287 -2.450 2.259
H 6.162 -1.046 0.572
H 5.314 0.405 -0.002
H 3.479 -1.350 -2.603
H 3.893 0.239 -1.917
H 2.097 -3.277 -1.066
H 1.630 -2.917 0.604
H 2.233 -0.327 1.791
H 3.089 0.891 0.854
C -5.830 -2.340 -0.934
Si -5.154 -0.767 -1.557
C -5.480 -0.469 -3.450
C -6.070 0.828 -0.940
C -3.416 -0.504 -1.221
C -2.215 -0.326 -0.991
H -6.883 -2.428 -1.208
H -5.757 -2.393 0.154
H -5.298 -3.198 -1.351
H -6.561 -0.550 -3.558
H -4.943 -1.297 -3.919
H -5.104 0.501 -3.760
H -7.112 0.719 -1.238
H -5.614 1.712 -1.376
H -5.944 0.791 0.144

=====

No. 2
DFT (the ωB97M-V functional and the def2-TZVPD basis) results for a structure of composition C21H27BrN5Ru.

Computed properties:
**Spin multiplicity**: 2
**Frontier orbital gap (spin up / spin down)**: 6.28 / 5.85 eV
**Total charge**: +2
**F_max**: 2.24 eV Å⁻¹
**E_LUMO (spin up / spin down)**: -7.1 / -7.6 eV
**⟨S²⟩**: 0.76

Element x y z (Å)
Ru -0.578 0.074 0.016
C 1.387 -2.819 -2.482
C 0.958 -1.808 -1.477
N -0.257 -1.427 -1.287
C -1.407 -1.983 -2.004
C -2.448 -0.878 -2.167
N -2.527 0.023 -0.975
C -3.634 -0.292 -0.048
C -3.268 -1.453 0.853
N -1.996 -1.114 1.510
C -2.176 -0.371 2.794
C -1.383 0.952 2.800
N -0.206 0.702 1.979
C 0.989 0.664 2.434
C 1.407 1.043 3.816
C 1.931 0.066 1.458
C 3.314 -0.015 1.538
C 3.994 -0.680 0.529
C 3.286 -1.293 -0.504
C 1.912 -1.185 -0.514
N 1.266 -0.499 0.445
H 0.946 -3.792 -2.251
H 2.465 -2.938 -2.504
H 1.052 -2.532 -3.480
H -1.790 -2.823 -1.420
H -1.132 -2.375 -2.982
H -3.429 -1.311 -2.370
H -2.188 -0.257 -3.023
H -2.685 0.961 -1.336
H -4.555 -0.497 -0.598
H -3.802 0.600 0.558
H -3.164 -2.398 0.321
H -4.077 -1.588 1.574
H -1.425 -1.936 1.654
H -1.896 -1.017 3.624
H -3.229 -0.124 2.914
H -1.159 1.265 3.818
H -1.950 1.746 2.315
H 1.015 2.027 4.071
H 2.488 1.065 3.915
H 1.026 0.327 4.548
H 3.853 0.434 2.359
H 5.074 -0.737 0.551
H 3.809 -1.832 -1.281
Br 3.086 4.663 -3.131
C 1.945 3.438 -2.285
C 1.442 2.360 -2.993
C 0.613 1.451 -2.349
C 0.272 1.583 -0.997
C 0.796 2.692 -0.317
C 1.607 3.622 -0.953
H 1.694 2.234 -4.038
H 0.209 0.634 -2.939
H 0.542 2.869 0.723
H 1.983 4.483 -0.415